ORCA calculation (ωB97M-V/def2-TZVPD) on a molecular structure, C40H57BaFN2O6PS.

Output
**ΔE to the lowest compared entry with this formula, charge and spin**: 0.0 kcal/mol
**Orbital gap**: 6.8 eV
**HOMO**: -4.82 eV
**Lowest unoccupied orbital energy**: 1.93 eV
**Net charge**: -1

```
109
Properties=species:S:1:pos:R:3:forces:R:3
Ba 0.062839 0.113887 0.231284 -0.3 0.0 0.4
O -4.788179 1.799966 -4.367608 0.1 0.0 -0.1
C -3.785301 2.263248 -4.971372 -0.1 0.0 0.0
O -3.688854 2.806477 -6.078027 0.0 -0.1 0.1
C -2.525042 2.111340 -4.123155 0.0 0.0 0.0
C -2.250102 3.026145 -3.107864 0.0 -0.1 0.0
C -1.268814 2.721737 -2.188158 0.0 0.2 0.2
N -0.582261 1.580447 -2.176953 0.1 -0.1 -0.3
C -0.774582 0.750573 -3.214604 0.1 0.0 0.1
C -1.691199 1.001852 -4.220253 0.0 0.0 0.0
C 0.017250 -0.552413 -3.178609 0.0 0.0 -0.1
O 0.460104 -1.007734 -4.233066 -0.1 0.0 0.0
O 0.152899 -1.061503 -2.013387 0.1 -0.1 -0.1
H -2.837945 3.929862 -3.008561 0.0 0.0 0.0
H -1.053427 3.405072 -1.369273 0.0 0.0 0.0
H -1.797337 0.286334 -5.025620 0.0 0.0 0.0
O 2.693006 -0.146644 -0.314475 0.1 0.0 0.0
S 2.934492 -1.540937 -0.857095 0.0 0.0 0.0
C 4.700209 -1.892360 -0.562994 0.0 0.0 0.0
C 5.460539 -1.539093 -1.835053 0.0 0.0 0.0
C 4.538162 -1.956146 -2.978829 0.0 0.0 0.0
C 3.175010 -1.365622 -2.646832 0.0 0.0 0.0
H 4.770674 -2.956831 -0.331642 0.0 0.0 0.0
H 4.974221 -1.318935 0.320970 0.0 0.0 0.0
H 6.430247 -2.037358 -1.873540 0.0 0.0 0.0
H 5.635334 -0.461795 -1.878265 0.0 0.0 0.0
H 4.480673 -3.046833 -3.033492 0.0 0.0 0.0
H 4.885360 -1.599520 -3.948859 0.0 0.0 0.0
H 2.317667 -1.791130 -3.164749 0.0 0.0 0.0
H 3.154967 -0.284375 -2.802233 0.0 0.0 0.0
F 1.565274 -3.963188 6.038368 0.0 0.0 0.0
C 1.263076 -3.199181 4.944714 0.0 0.0 0.0
C 2.237860 -2.963162 3.998212 0.0 0.0 0.0
C 1.903337 -2.184928 2.889896 -0.1 0.1 -0.1
C 0.632346 -1.608911 2.666391 0.1 0.0 -0.2
C -0.288654 -1.911028 3.683605 0.0 0.0 0.1
C -0.008591 -2.687652 4.812426 0.0 0.0 0.0
H 3.228440 -3.384770 4.133073 0.0 0.0 0.0
H 2.698663 -2.018142 2.161345 0.0 0.0 0.0
H -1.305288 -1.525034 3.615710 0.1 0.0 0.0
H -0.754401 -2.898078 5.573173 0.0 0.0 0.0
O -2.653139 0.477156 0.260153 0.1 0.0 0.0
P -4.068681 0.024986 -0.005898 0.0 0.0 0.0
C -4.416613 -1.494176 0.969869 0.0 0.0 0.0
C -5.884228 -1.717549 1.355288 0.0 0.0 0.0
C -6.009754 -3.043740 2.103634 0.0 0.0 0.0
C -5.192455 -3.038626 3.416228 0.0 0.0 0.0
C -4.251397 -1.834834 3.503764 0.0 0.0 0.0
C -3.481125 -1.620327 2.204419 0.0 0.0 0.0
C -5.314333 1.256547 0.506286 0.0 0.0 0.0
C -5.225100 1.560336 2.028992 0.0 0.0 0.0
C -4.966567 3.039676 2.315517 0.0 0.0 0.0
C -3.765916 3.505243 1.501484 0.0 0.0 0.0
C -4.059588 3.426872 -0.009239 0.0 0.0 0.0
C -5.267296 2.543148 -0.336158 0.0 0.0 0.0
C -4.314774 -0.259349 -1.783710 0.0 0.0 0.0
C -3.358853 -1.318591 -2.372447 0.0 0.0 0.0
C -3.917093 -2.737842 -2.465026 0.0 0.0 0.0
C -5.273861 -2.745742 -3.158710 0.0 0.0 0.0
C -6.249544 -1.859383 -2.392312 0.0 0.0 0.0
C -5.749973 -0.417204 -2.321318 0.0 0.0 0.0
H -4.152354 -2.292455 0.273044 0.0 0.0 0.0
H -6.522235 -1.723105 0.470765 0.0 0.0 0.0
H -6.244139 -0.905397 1.990532 0.0 0.0 0.0
H -5.652665 -3.839436 1.443294 0.0 0.0 0.0
H -7.060058 -3.261469 2.307888 0.0 0.0 0.0
H -4.603900 -3.956203 3.488211 0.0 0.0 0.0
H -5.863780 -3.035252 4.278126 0.0 0.0 0.0
H -3.542509 -1.977069 4.323068 0.0 0.0 0.0
H -4.826424 -0.934819 3.746606 0.0 0.0 0.0
H -2.796831 -2.459641 2.057405 0.0 0.0 0.0
H -2.843727 -0.739221 2.285699 0.0 0.0 0.0
H -6.269197 0.762471 0.307433 0.0 0.0 0.0
H -4.406947 0.988379 2.481994 0.0 0.0 0.0
H -6.143720 1.238152 2.524984 0.0 0.0 0.0
H -4.793796 3.176972 3.385443 0.0 0.0 0.0
H -5.849962 3.635510 2.066400 0.0 0.0 0.0
H -2.921786 2.849872 1.734994 0.0 0.0 0.0
H -3.471368 4.519144 1.782508 0.0 0.0 0.0
H -3.186028 3.035610 -0.524041 0.0 0.0 0.0
H -4.247581 4.423938 -0.415072 0.0 0.0 0.0
H -5.276690 2.314692 -1.404324 0.0 0.0 0.0
H -6.190980 3.095844 -0.140961 0.0 0.0 0.0
H -3.954094 0.705107 -2.171550 0.0 0.0 0.0
H -2.397764 -1.311024 -1.852098 0.0 0.0 0.0
H -3.143677 -0.992540 -3.393630 0.0 0.0 0.0
H -4.022515 -3.199854 -1.478004 0.0 0.0 0.0
H -3.197531 -3.351723 -3.011501 0.0 0.0 0.0
H -5.660878 -3.765369 -3.234605 0.0 0.0 0.0
H -5.162382 -2.362059 -4.178461 0.0 0.0 0.0
H -6.383577 -2.284094 -1.391470 0.0 0.0 0.0
H -7.233304 -1.868517 -2.868796 0.0 0.0 0.0
H -6.453540 0.199384 -1.756038 0.0 0.0 0.0
H -5.729756 0.008225 -3.328657 0.0 0.0 0.0
C 0.186723 3.211710 5.645290 0.0 0.0 0.0
C -0.904306 2.309642 5.056478 -0.1 0.0 0.0
C -2.282530 2.975300 5.164088 0.0 0.0 0.0
C -0.912983 0.947377 5.756069 0.0 0.0 0.0
C -0.615283 2.112448 3.625301 0.1 -0.1 -0.1
N -0.386808 1.975145 2.509266 0.0 0.1 0.0
H -0.029276 3.384219 6.700889 0.0 0.0 0.0
H 0.220922 4.174337 5.134186 0.0 0.0 0.0
H 1.164834 2.738025 5.563921 0.0 0.0 0.0
H -2.522986 3.133043 6.216972 0.0 0.0 0.0
H -3.049663 2.335953 4.724865 0.0 0.0 0.0
H -2.301549 3.936819 4.649684 0.0 0.0 0.0
H -1.066996 1.105475 6.825586 0.0 0.0 0.0
H 0.022688 0.411454 5.602899 0.0 0.0 0.0
H -1.718154 0.318325 5.375835 0.0 0.0 0.0
```
Forces are in eV/Å.


ORCA calculation (ωB97M-V/def2-TZVPD) on a molecular structure, C40H57Br51IN4O3S2 in a non-equilibrium geometry.

Output
**Orbital gap**: 7.9 eV
**HOMO**: -10.79 eV
**Lowest unoccupied orbital energy**: -2.92 eV
**Net charge**: +1

```
158
Properties=species:S:1:pos:R:3:forces:R:3
C 1.565686 -0.827758 2.733174 -1.9 -0.2 -0.3
C 1.098430 0.173242 1.653127 1.1 0.3 1.4
N 0.351309 -0.600082 0.618023 -0.8 -0.1 -0.1
C 0.048036 0.166061 -0.627614 0.1 0.8 -1.4
C -0.982816 -0.571430 -1.514912 0.1 -0.7 1.0
C -0.802990 -2.084578 -1.723653 -1.1 -0.1 -0.4
O -2.060349 -2.588325 -2.197123 0.3 -0.1 0.0
C 1.308140 0.699557 -1.355635 -0.2 0.6 -0.2
C 2.145635 -0.372371 -2.097491 0.6 -0.2 0.9
C 3.030390 -1.320122 -1.228115 0.1 -0.8 -0.8
C 3.167307 -2.749600 -1.860036 -0.2 0.5 1.1
C 2.055065 -3.715424 -1.408528 0.5 0.1 -1.1
O 2.552413 -5.010008 -1.020269 -0.7 0.4 0.9
C 1.625075 -5.509724 -0.102054 0.2 -0.4 -0.7
O 0.931315 -6.435666 -0.358699 0.0 -0.2 0.2
C 0.722372 1.745854 -2.399288 -0.6 -0.7 -0.4
C 0.666049 1.269227 -3.859337 0.3 0.5 -0.5
C -0.106266 2.181092 -4.890203 0.3 -0.4 0.2
S -0.704719 3.834670 -4.347609 -0.3 -0.1 0.0
C -2.509987 3.558413 -4.265813 0.4 -0.1 0.0
S -3.456126 3.675096 -5.555457 0.0 -0.3 0.5
N -2.976657 3.217995 -2.959036 0.8 0.7 -1.8
C -2.602471 3.837680 -1.786198 -1.2 -1.6 1.0
C -3.310453 3.105068 -0.842722 1.1 1.1 0.2
N -4.050524 2.091528 -1.398042 1.0 0.8 -1.0
C -3.828638 2.202194 -2.698676 -0.8 -0.6 1.6
C 2.121441 1.597627 -0.353722 0.5 -0.4 -0.1
C 3.477195 2.008528 -0.975214 -0.7 0.5 -0.2
C 4.114575 3.226223 -0.292229 -0.2 0.4 -0.4
C 5.332462 3.736925 -1.090783 -1.0 0.0 0.1
N 4.832725 4.116437 -2.420185 0.4 -0.1 -0.1
C 2.214392 1.118033 1.130068 0.1 -0.3 -0.5
I 4.190966 0.332476 1.691927 0.0 0.3 0.0
H 0.637930 -1.287775 3.123817 0.2 0.0 0.0
H 2.154800 -1.643476 2.315568 0.3 0.3 0.1
H 2.027861 -0.335458 3.587197 0.3 0.0 -0.3
H 0.352010 0.792693 2.167674 -0.1 0.1 -0.5
H -0.564963 -0.806380 1.028821 0.1 -0.1 0.1
H 0.749886 -1.522781 0.431423 0.4 0.2 -0.1
H -0.471577 1.066496 -0.272037 0.2 -0.2 0.2
H -1.107638 -0.117523 -2.496691 0.2 0.2 0.2
H -1.951135 -0.466582 -1.010251 0.0 0.0 -0.1
H -0.573427 -2.647205 -0.809093 0.4 0.2 -0.1
H -0.100077 -2.334647 -2.519634 0.2 0.1 0.3
H -2.570536 -2.897966 -1.442982 -0.2 0.1 0.0
H 2.843347 0.166370 -2.748464 -0.2 -0.1 0.0
H 1.543913 -1.008487 -2.753310 -0.2 0.4 0.1
H 4.053534 -0.939616 -1.184080 -0.3 0.2 0.2
H 2.700396 -1.450112 -0.191532 0.1 0.2 -0.1
H 3.160715 -2.624708 -2.945143 0.3 -0.3 0.1
H 4.114045 -3.167815 -1.500652 -0.1 0.0 -0.4
H 1.490380 -3.292181 -0.563338 0.0 0.0 -0.1
H 1.402091 -3.898891 -2.270939 -0.3 0.1 0.5
H 1.584969 -4.967338 0.859552 0.2 0.1 -0.2
H 1.258624 2.695427 -2.357101 0.1 -0.2 0.0
H -0.306380 1.973000 -2.101867 0.0 0.2 0.1
H 1.698321 1.216140 -4.226391 -0.3 0.0 0.0
H 0.270869 0.252814 -3.963721 -0.1 0.2 0.1
H 0.575178 2.389422 -5.721598 -0.2 0.1 0.2
H -0.945506 1.638593 -5.333330 0.0 0.2 0.2
H -1.931786 4.674542 -1.694952 -0.1 -0.1 -0.3
H -3.245162 3.310723 0.221098 -0.3 -0.2 -0.1
H -4.283611 1.520453 -3.401914 0.3 0.4 -0.4
H 1.560585 2.546475 -0.323757 -0.1 -0.3 0.3
H 4.155044 1.164273 -1.114470 0.0 0.1 0.3
H 3.219295 2.354333 -1.985956 0.3 -0.1 0.1
H 4.320118 3.104343 0.775061 0.2 -0.2 -0.2
H 3.369083 4.040075 -0.362254 0.1 -0.2 0.2
H 6.045618 2.916067 -1.206890 0.2 0.3 0.0
H 5.772681 4.602769 -0.578960 0.2 -0.4 0.1
H 4.309927 4.983328 -2.375328 0.1 0.0 0.1
H 5.612221 4.272031 -3.048968 -0.1 0.1 -0.1
H 2.141342 2.019608 1.742505 0.2 -0.3 0.1
C 5.748609 1.487215 5.700950 -0.1 0.0 -0.1
Br 5.262972 3.076119 4.718716 0.0 -0.1 0.1
Br 4.198492 0.567270 6.379690 0.1 -0.2 -0.2
Br 6.838142 0.301633 4.645797 0.0 0.0 0.0
H 6.334781 1.806855 6.551384 0.0 0.0 0.0
C -3.427166 5.827730 -9.004909 0.0 -0.1 -0.1
Br -1.774103 5.153467 -8.272621 0.0 0.2 -0.2
Br -3.213033 6.430206 -10.822673 0.0 -0.1 0.1
Br -4.857186 4.542535 -8.842456 0.3 0.0 -0.1
H -3.706568 6.689312 -8.415439 0.0 0.0 0.0
C 9.458783 -1.777827 2.030972 0.0 0.1 0.0
Br 10.478646 -0.268566 2.653016 -0.1 -0.1 0.0
Br 8.512579 -2.638127 3.475609 0.1 0.0 0.0
Br 8.258476 -1.291800 0.599020 0.0 0.0 0.1
H 10.158920 -2.498712 1.633088 0.0 0.0 0.0
C 4.820010 -3.889810 3.205443 0.2 0.0 0.1
Br 3.484605 -3.017391 4.292317 0.2 -0.2 0.1
Br 5.356641 -5.582659 3.944913 -0.1 0.2 -0.1
Br 4.245066 -4.060522 1.370387 0.1 0.0 0.2
H 5.692300 -3.249052 3.206240 0.0 0.0 0.0
C 4.812092 3.227578 -6.218560 0.0 0.1 0.0
Br 6.589970 3.901953 -5.903749 -0.1 0.0 0.0
Br 4.334340 1.860101 -4.946647 0.0 -0.1 -0.1
Br 3.504511 4.643054 -6.264038 0.1 -0.1 0.0
H 4.814670 2.765401 -7.196314 0.0 0.0 0.0
C -6.649130 0.101112 1.680479 0.1 0.1 0.3
Br -6.695142 0.373614 3.595808 0.0 0.0 -0.1
Br -8.353470 0.476401 0.871875 0.1 0.0 0.0
Br -5.231701 1.100549 0.824480 -0.7 -0.6 0.3
H -6.440471 -0.946859 1.516897 0.0 0.0 0.0
C 2.928756 -3.158285 8.181224 0.1 -0.1 0.1
Br 2.445585 -4.926620 8.772768 0.0 0.2 -0.1
Br 1.406429 -2.196425 7.481154 0.1 0.0 -0.1
Br 3.815600 -2.150748 9.562275 -0.1 -0.1 -0.1
H 3.631681 -3.275008 7.367556 0.0 0.0 0.0
C 1.134199 4.973041 4.530485 0.0 0.0 0.2
Br 2.597238 5.833100 5.439600 -0.1 -0.1 -0.1
Br 1.612451 4.476910 2.721283 0.0 0.1 0.1
Br 0.461251 3.468826 5.529965 0.0 0.1 -0.3
H 0.333264 5.695193 4.459621 0.0 0.0 -0.1
C -4.262338 -5.241430 -2.283374 0.0 -0.1 -0.1
Br -5.492604 -4.187328 -1.231251 0.2 0.0 0.0
Br -3.747914 -6.863970 -1.377729 0.0 0.1 0.0
Br -4.967420 -5.603384 -4.040274 0.0 0.0 0.2
H -3.367828 -4.649996 -2.415427 0.0 -0.1 -0.1
C -9.194521 4.213033 -8.605579 0.0 0.1 -0.1
Br -10.216835 4.188224 -10.237975 0.1 0.0 0.1
Br -8.165035 2.594476 -8.381552 0.0 0.1 0.0
Br -8.077761 5.778607 -8.485620 -0.4 0.0 0.0
H -9.898934 4.258559 -7.787634 0.0 0.0 0.0
C -12.416662 -1.538755 0.279194 0.1 0.0 0.1
Br -12.138901 0.165236 -0.582017 0.0 -0.1 0.1
Br -10.846604 -2.653094 0.194309 -0.1 0.1 -0.1
Br -13.041464 -1.334800 2.090811 0.0 0.0 -0.1
H -13.194358 -2.048225 -0.271700 0.0 0.0 0.0
C 4.475931 1.835583 -10.562472 0.0 0.1 -0.1
Br 5.609609 3.305113 -10.033648 -0.1 -0.1 0.0
Br 3.574654 1.049152 -9.045720 0.0 0.0 0.0
Br 3.233276 2.351068 -11.939509 0.1 0.0 0.2
H 5.117545 1.072895 -10.980219 0.0 0.0 0.0
C -11.437773 -2.738530 5.357120 -0.1 0.0 0.0
Br -13.204083 -3.511033 5.404151 0.2 0.0 0.0
Br -10.699366 -2.538008 7.125970 0.0 0.0 -0.1
Br -10.253902 -3.732149 4.200736 0.0 0.0 0.1
H -11.533225 -1.747074 4.936819 0.0 0.0 0.0
C 2.320952 2.247838 10.037966 0.1 -0.1 0.1
Br 3.986873 1.589767 10.752736 -0.1 0.1 0.0
Br 2.559378 2.996395 8.279173 -0.1 0.2 0.3
Br 0.945833 0.895319 10.048717 0.1 0.1 0.0
H 1.988827 3.043491 10.689700 0.0 0.0 0.0
C -9.006860 -6.158305 1.212407 -0.1 -0.1 0.0
Br -7.312402 -6.825383 1.847938 -0.1 0.0 -0.1
Br -8.908560 -5.622650 -0.637861 0.0 -0.1 0.1
Br -10.434738 -7.413812 1.518684 0.1 0.1 0.0
H -9.235680 -5.270926 1.786628 0.0 0.0 0.0
C 5.779662 3.779313 14.226448 -0.1 0.0 0.0
Br 5.234098 5.344877 13.241240 0.0 -0.1 0.0
Br 4.263997 2.783824 14.880758 0.1 0.1 -0.1
Br 6.966640 2.667131 13.190918 -0.1 0.0 0.0
H 6.334061 4.121247 15.088579 0.0 0.0 0.0
C 0.080384 -9.669197 -0.830693 0.0 0.0 0.0
Br 1.756243 -10.408544 -0.229073 -0.1 0.0 -0.1
Br 0.166503 -9.114666 -2.676236 0.0 -0.1 0.1
Br -1.388732 -10.877637 -0.513777 0.1 0.1 0.0
H -0.105025 -8.782884 -0.242055 0.0 0.0 0.0
```
Forces are in eV/Å.


Q: What is the net charge in the first record?
A: -1